P) Density functional theory data (wB97M-V/def2-TZVPD) for an isolated ion of composition C5H9N3 and charge +2.

The geometry in XYZ format:
```
17
Properties=species:S:1:pos:R:3:mulliken_charge:R:1
C -2.0955 -1.7978 -0.0215 0.149
C -0.2969 -0.4694 0.0153 0.061
C 1.5202 0.8605 -0.9939 -1.265
C 0.6974 1.4229 1.3311 -1.225
C 0.6233 0.6491 0.1174 0.977
N -0.5159 -1.3457 -1.3539 0.398
N -1.5074 -2.0512 -1.1560 -0.552
N -1.4127 -0.9083 0.6384 0.014
H -3.0203 -2.2818 0.5113 0.392
H 0.2761 -1.3904 -2.0358 0.318
H 2.4646 0.4222 -0.7080 0.431
H 1.1558 0.5151 -1.9042 0.522
H 1.7135 1.4794 1.7090 0.420
H -0.0342 1.0009 2.0535 0.355
H 0.5504 2.5065 1.2117 0.437
H 1.7415 2.0001 -0.8664 0.374
H -1.8598 -0.6122 1.4520 0.194
```

- LUMO level: -12.0149 eV
- Total charge: +2
- HOMO energy: -20.25 eV
- HOMO-LUMO gap: 8.2 eV


Q) Density functional theory data (wB97M-V/def2-TZVPD) for an isolated ion of composition C5H9N3 and charge +2.

The geometry in XYZ format:
```
17
Properties=species:S:1:pos:R:3:mulliken_charge:R:1
C 0.6236 -1.9589 0.0480 -0.042
C 1.1469 0.3646 -0.0356 0.455
C 1.7674 -0.9046 -0.1312 -0.368
C -1.7645 0.4809 -0.7541 -0.325
C -1.8533 0.6136 0.7265 -0.214
N -0.5774 -1.6011 -0.0541 -0.718
N 1.1633 1.6094 0.0371 -0.202
N -0.7850 -0.2499 0.0317 0.544
H 1.0323 -2.9566 0.2570 0.427
H 2.4279 -1.0309 0.7562 0.359
H 2.3513 -1.2238 -1.0484 0.388
H -2.4887 -0.1684 -1.2962 0.305
H -1.4845 1.2974 -1.3681 0.265
H -1.3654 1.4766 1.1647 0.214
H -2.5614 -0.0159 1.3646 0.315
H 2.1047 2.2358 0.0437 0.397
H 0.2626 2.0318 0.2582 0.199
```

- LUMO level: -9.9413 eV
- Total charge: +2
- HOMO energy: -19.93 eV
- HOMO-LUMO gap: 10.0 eV


Result of the stability comparison: Q) is the least stable of them.


P) Density functional theory data (wB97M-V/def2-TZVPD) for a single C2H3N3OS2 molecule.

The geometry in XYZ format:
```
11
Properties=species:S:1:pos:R:3:mulliken_charge:R:1
O -2.8837 -0.2673 -0.1300 -0.517
C -1.7067 -0.0377 -0.0204 0.489
N -0.7010 -0.9780 -0.1565 -0.217
N 0.5283 -0.7742 0.4960 -0.270
C 1.3025 0.2858 0.0662 0.330
S 2.9519 0.2394 0.0063 -0.373
N 0.5389 1.3405 -0.3058 -0.236
S -1.0514 1.5964 0.3011 -0.038
H -1.0430 -1.9269 -0.1442 0.278
H 1.0452 -1.5962 0.6286 0.277
H 1.0189 2.1182 -0.7413 0.277
```

- LUMO level: 0.1925 eV
- SMILES string: O=C1NNC(=S)NS1
- HOMO energy: -8.73 eV
- HOMO-LUMO gap: 8.9 eV


Q) Density functional theory data (wB97M-V/def2-TZVPD) for a single C2H3N3OS2 molecule.

The geometry in XYZ format:
```
11
Properties=species:S:1:pos:R:3:mulliken_charge:R:1
H -2.2616 0.8751 -1.8414 0.266
N -1.6257 1.1633 -0.9340 -0.786
C -0.5480 0.5898 -0.5126 0.690
O 0.2605 -0.2909 -1.2454 -0.347
C 1.1083 -0.8476 -0.3048 0.491
S 2.2085 -2.1389 -0.7077 -0.261
N 0.9899 -0.3798 0.8642 -0.558
N 0.0614 0.6232 0.7255 0.289
S -0.6858 1.4302 2.0891 -0.174
H 2.3659 -2.6033 0.6016 0.188
H -1.8734 1.5790 1.2654 0.202
```

- LUMO level: 0.4520 eV
- SMILES string: [H]/N=c1\oc(S)nn1S
- HOMO energy: -8.36 eV
- HOMO-LUMO gap: 8.8 eV


Result of the stability comparison: Q) is the least stable of them.


P) Density functional theory data (wB97M-V/def2-TZVPD) for a 2-piece molecular cluster, C2H5NO overall.

The geometry in XYZ format:
```
9
Properties=species:S:1:pos:R:3:mulliken_charge:R:1
N -1.0916 0.5775 1.5088 -0.486
C -0.0658 0.5724 0.8990 0.360
O 1.2369 0.8807 0.7860 -0.456
H 1.4933 1.3187 1.6144 0.378
C -0.2246 -0.6473 -0.9964 -1.186
H -0.9399 -0.2294 0.0229 0.427
H -1.0210 -1.3585 -1.2400 0.348
H 0.6945 -1.1949 -0.8044 0.303
H -0.0818 0.0809 -1.7904 0.311
```

- LUMO level: 0.2612 eV
- SMILES string: N#CO.C
- HOMO energy: -9.23 eV
- HOMO-LUMO gap: 9.5 eV


Q) Density functional theory data (wB97M-V/def2-TZVPD) for a 2-piece molecular cluster, C2H5NO overall.

The geometry in XYZ format:
```
9
Properties=species:S:1:pos:R:3:mulliken_charge:R:1
C 1.3879 0.6983 0.0753 0.043
C -1.7260 -0.9495 0.2157 -0.907
N 0.1115 1.1039 -0.3172 -0.306
O 1.0247 0.7518 -1.2170 -0.191
H 2.1813 1.5392 0.3593 0.192
H 1.6084 -0.2788 0.3669 0.237
H -1.4321 -0.9764 1.2949 0.260
H -1.7750 -0.1343 -0.3874 0.376
H -1.3806 -1.7541 -0.3906 0.297
```

- LUMO level (spin up / spin down): 0.2244 / 0.1499 eV
- HOMO energy (spin up / spin down): -9.55 / -8.90 eV
- HOMO-LUMO gap (spin up / spin down): 9.8 / 9.0 eV


R) Density functional theory data (wB97M-V/def2-TZVPD) for a single C2H5NO molecule.

The geometry in XYZ format:
```
9
Properties=species:S:1:pos:R:3:mulliken_charge:R:1
C 0.8018 -0.4620 -0.2931 -0.731
N -0.5612 -0.0695 -0.7133 -0.391
C -0.9852 0.3647 0.5750 0.066
O -1.3315 -0.3729 1.4578 -0.463
H 0.8115 -1.5330 -0.1022 0.229
H 1.5812 -0.1471 -0.9863 0.321
H 0.9848 0.0419 0.6774 0.301
H -0.5053 0.7313 -1.3429 0.283
H -0.7960 1.4466 0.7275 0.386
```

- LUMO level: 0.9129 eV
- SMILES string: CNC=O
- HOMO energy: -10.00 eV
- HOMO-LUMO gap: 10.9 eV


S) Density functional theory data (wB97M-V/def2-TZVPD) for a 2-piece molecular cluster, C2H5NO overall.

The geometry in XYZ format:
```
9
Properties=species:S:1:pos:R:3:mulliken_charge:R:1
N 1.2910 0.5637 -0.7621 -0.575
C 1.3652 -0.3742 0.0336 0.711
O 1.3781 -1.2533 0.7889 -0.398
H 2.3538 0.4951 -0.8209 0.250
C -1.3399 0.1270 0.1693 -0.971
H -0.8206 -0.2199 1.0703 0.192
H -1.7757 1.1104 0.3521 0.264
H -2.0849 -0.6085 -0.1256 0.272
H -0.6640 0.2288 -0.6810 0.256
```

- LUMO level: 0.6191 eV
- SMILES string: N=C=O.C
- HOMO energy: -11.31 eV
- HOMO-LUMO gap: 11.9 eV


Result of the stability comparison: Q) is the least stable of them.


P) Density functional theory data (wB97M-V/def2-TZVPD) for an isolated ion of composition C4H12NO2 and charge +1.

The geometry in XYZ format:
```
19
Properties=species:S:1:pos:R:3:mulliken_charge:R:1
N -1.1219 -1.0149 0.1846 -0.414
C 0.3342 -0.3780 0.2502 0.067
C 1.3869 -1.3017 -0.4085 -0.624
O 0.6349 -2.3744 -0.8735 -0.537
C 0.2242 0.9831 -0.5457 -0.796
C -0.2589 1.9358 0.6332 -0.616
O -1.6557 1.8687 0.6941 -0.517
H -1.3286 -1.5499 -0.6547 0.300
H -1.0958 -1.8151 0.8141 0.362
H -1.7918 -0.2842 0.4279 0.300
H 0.4193 -0.1941 1.3424 0.559
H 1.8982 -0.7658 -1.3487 0.298
H 2.1544 -1.4086 0.3351 0.321
H 1.1081 -3.0554 -1.3726 0.339
H -0.5859 0.6972 -1.2635 0.377
H 1.0942 1.2273 -1.1553 0.530
H 0.1338 2.9030 0.3280 0.384
H 0.4385 1.8347 1.5331 0.346
H -1.9880 2.6923 1.0798 0.322
```

- LUMO level: -3.0487 eV
- SMILES string: [NH3+][C@@H](CO)CCO
- Total charge: +1
- HOMO energy: -14.56 eV
- HOMO-LUMO gap: 11.5 eV


Q) Density functional theory data (wB97M-V/def2-TZVPD) for a 3-piece molecular cluster, C4H12NO2 overall.

The geometry in XYZ format:
```
19
Properties=species:S:1:pos:R:3:mulliken_charge:R:1
C -0.3531 1.4126 2.5162 -1.110
C -0.3400 0.0309 1.8302 0.780
C -1.5132 -0.5520 1.4124 -0.729
C 0.8829 -0.8450 0.0174 -0.252
N 0.7090 0.0288 0.9753 0.021
H 0.8254 1.6894 2.6904 0.288
H -0.8155 1.4851 3.4859 0.405
H -0.7195 2.1077 1.7319 0.322
H -1.5332 -1.4778 0.6621 0.139
H -2.4330 -0.1594 1.9882 0.257
H 1.1522 -0.2665 -0.8858 0.233
H 0.2326 -1.7853 -0.0673 0.338
H 1.5725 0.5696 1.2310 0.313
H 1.6506 2.3436 -2.1271 0.319
H 0.6458 1.2918 -2.7692 0.315
O 1.2634 1.4157 -2.0347 -0.650
H -0.1233 -3.1919 -3.7235 0.349
H -0.4809 -1.6447 -3.7450 0.321
O -0.6227 -2.4526 -3.1882 -0.659
```

- LUMO level: -5.9200 eV
- Total charge: +1
- HOMO energy: -13.92 eV
- HOMO-LUMO gap: 8.0 eV


R) Density functional theory data (wB97M-V/def2-TZVPD) for an isolated ion of composition C4H12NO2 and charge +1.

The geometry in XYZ format:
```
19
Properties=species:S:1:pos:R:3:mulliken_charge:R:1
C -0.5509 0.5538 -1.2520 -0.878
N 0.2379 0.2136 -0.1492 -0.078
C 0.2713 1.3450 0.7672 -0.755
C 1.6311 -0.1993 -0.4559 -0.780
C -0.4997 -0.9453 0.5896 0.088
O -1.7462 -0.4236 0.9320 -0.455
O -0.5521 -2.0292 -0.1735 -0.405
H 0.0831 1.1778 -1.8764 0.426
H -0.8377 -0.3144 -1.9676 0.317
H -1.5086 1.0083 -0.8960 0.388
H -0.7987 1.7785 0.8059 0.299
H 0.6196 1.0589 1.7938 0.374
H 1.1054 2.1319 0.3694 0.345
H 1.5574 -0.9601 -1.2687 0.378
H 2.4054 0.6549 -0.6240 0.307
H 1.9166 -0.8440 0.3818 0.370
H 0.2325 -1.2093 1.6304 0.385
H -2.0840 -0.8033 1.6777 0.321
H -1.4825 -2.1941 -0.2845 0.354
```

- LUMO level: -2.8819 eV
- SMILES string: C[N+](C)(C)C(O)O
- Total charge: +1
- HOMO energy: -15.97 eV
- HOMO-LUMO gap: 13.1 eV


Result of the stability comparison: Q) is the least stable of them.